# 1
{
  "formula": "C23H24BrMgN4O2Se",
  "method": "the ωB97M-V functional and the def2-TZVPD basis",
  "e_above_lowest_ev": 0.002,
  "homo_ev": -10.87,
  "molar_mass_g_mol": 571.6,
  "charge": 1,
  "e_tot_ha": -6435.8058,
  "elements": ["Br", "Se", "Mg", "O", "O", "N", "N", "N", "N", "C", "C", "C", "C", "C", "C", "C", "C", "C", "C", "C", "C", "C", "C", "C", "C", "C", "C", "C", "C", "C", "C", "C", "H", "H", "H", "H", "H", "H", "H", "H", "H", "H", "H", "H", "H", "H", "H", "H", "H", "H", "H", "H", "H", "H", "H", "H"],
  "coordinates": [[-3.37, -1.79, -0.13], [-1.63, 2.28, -1.02], [-0.40, 0.24, 0.12], [1.31, 0.11, -0.79], [2.59, -1.26, -2.03], [-0.76, -1.58, -0.92], [0.81, 3.72, -1.22], [0.65, 2.27, -2.82], [3.37, 1.72, 2.60], [-1.82, -2.38, -1.01], [-1.06, -0.49, 4.42], [0.19, 1.18, -3.66], [4.17, 0.63, 3.23], [2.84, 2.81, -3.97], [-0.13, 0.19, 2.24], [0.04, 0.02, 5.07], [-0.65, -3.93, -2.37], [-1.82, -3.56, -1.72], [0.03, 2.75, -1.73], [3.24, 2.93, 3.46], [3.03, 4.76, -1.90], [0.98, 0.67, 2.95], [-1.13, -0.40, 3.03], [1.55, -0.97, -1.46], [1.07, 0.60, 4.34], [0.37, -1.94, -1.56], [3.92, 3.67, -3.89], [0.46, -3.10, -2.29], [4.01, 4.63, -2.87], [1.86, 2.94, -3.00], [2.06, 1.22, 2.03], [1.96, 3.89, -1.99], [2.34, 0.47, 1.30], [-0.75, 0.82, -3.27], [-2.01, -0.82, 2.55], [0.11, -0.02, 6.15], [5.17, 1.01, 3.46], [3.10, 5.51, -1.13], [0.94, 0.38, -3.64], [1.40, -3.34, -2.78], [2.77, 2.07, -4.76], [1.66, 2.07, 1.46], [-1.86, -0.94, 4.98], [4.71, 3.60, -4.63], [4.24, 3.31, 3.68], [3.68, 0.29, 4.14], [3.90, 2.01, 1.78], [0.06, 1.54, -4.68], [-2.71, -4.17, -1.76], [1.93, 0.97, 4.90], [2.66, 3.67, 2.92], [4.24, -0.20, 2.53], [0.48, 4.32, -0.48], [4.87, 5.29, -2.85], [-0.61, -4.85, -2.94], [2.73, 2.67, 4.38]]
}

# 2
{
  "formula": "C17H25B2F4MnN7OS7",
  "method": "the ωB97M-V functional and the def2-TZVPD basis",
  "spin_multiplicity": 2,
  "homo_ev": [-1.05, -1.02],
  "molar_mass_g_mol": 720.5,
  "charge": -2,
  "e_tot_ha": -5509.3249,
  "elements": ["Mn", "S", "S", "S", "S", "S", "S", "S", "F", "F", "F", "F", "O", "N", "N", "N", "N", "N", "N", "N", "C", "C", "C", "C", "C", "C", "C", "C", "C", "C", "C", "C", "C", "C", "C", "C", "C", "B", "B", "H", "H", "H", "H", "H", "H", "H", "H", "H", "H", "H", "H", "H", "H", "H", "H", "H", "H", "H", "H", "H", "H", "H", "H", "H"],
  "coordinates": [[0.11, 0.21, 0.10], [2.09, 0.87, -4.71], [2.09, 1.54, -0.42], [0.37, -0.40, -2.61], [3.58, 2.52, -2.84], [0.02, 1.86, 2.26], [1.56, -1.20, 1.56], [-1.65, -1.01, 1.20], [-1.28, -4.27, -2.92], [0.89, -4.55, -2.12], [-0.46, -2.93, -1.22], [-0.91, -5.15, -0.82], [4.00, 2.55, -5.45], [2.45, -2.11, -0.78], [1.57, -3.69, 0.63], [-3.70, -0.75, -0.56], [-1.25, 1.41, -0.86], [-3.81, 0.69, 1.07], [-2.55, 2.79, 1.74], [-0.92, 4.06, 1.04], [3.35, 2.08, -4.53], [1.64, 0.71, -3.01], [-1.32, 3.09, -3.72], [0.41, 4.56, 0.78], [-4.91, 0.88, 0.26], [1.88, -2.41, 0.38], [-2.10, 4.70, 0.71], [-4.85, -0.01, -0.76], [-3.00, 1.22, -3.83], [-2.45, 2.37, -2.97], [-1.84, 1.78, -1.77], [-3.10, 3.90, 1.15], [-1.20, 2.89, 1.68], [-3.18, -1.79, -1.44], [2.33, 1.49, -2.15], [-3.08, -0.33, 0.56], [-3.57, 3.33, -2.57], [-0.47, -4.21, -1.78], [-3.45, 1.62, 2.28], [-3.19, 4.14, -1.95], [-5.51, -0.19, -1.59], [1.47, -4.30, -0.18], [-3.79, 0.68, -3.30], [-5.64, 1.63, 0.48], [-2.91, 1.02, 3.16], [0.88, -3.82, 1.35], [2.52, -1.12, -0.98], [-4.00, 3.76, -3.48], [1.04, 3.75, 0.41], [-4.51, 2.14, 2.62], [-1.71, 3.50, -4.65], [2.20, -2.69, -1.58], [-2.11, 5.65, 0.20], [-3.41, 1.63, -4.76], [0.34, 5.35, 0.03], [-2.24, -1.48, -1.88], [-3.92, -1.98, -2.22], [-2.20, 0.52, -4.06], [-0.92, 3.91, -3.11], [-0.51, 2.39, -3.94], [-4.17, 4.03, 1.09], [-2.99, -2.70, -0.88], [0.85, 4.96, 1.70], [-4.36, 2.81, -2.02]]
}

# 3
{
  "formula": "C18H22BN12NiO2PS2",
  "method": "the ωB97M-V functional and the def2-TZVPD basis",
  "spin_multiplicity": 4,
  "e_above_lowest_ev": 0.000,
  "homo_ev": [-11.14, -11.23],
  "molar_mass_g_mol": 603.1,
  "charge": 1,
  "e_tot_ha": -4177.5239,
  "elements": ["Ni", "S", "S", "P", "O", "O", "N", "N", "N", "N", "N", "N", "N", "N", "N", "N", "N", "N", "C", "C", "C", "C", "C", "C", "C", "C", "C", "C", "C", "C", "C", "C", "C", "C", "C", "C", "B", "H", "H", "H", "H", "H", "H", "H", "H", "H", "H", "H", "H", "H", "H", "H", "H", "H", "H", "H", "H", "H", "H"],
  "coordinates": [[0.56, 0.16, 0.90], [2.79, 0.56, 1.87], [0.48, -0.43, 3.31], [0.53, -3.43, 0.76], [0.83, -1.95, 0.59], [1.59, -4.35, 1.21], [-1.92, 2.36, -3.52], [0.02, -2.53, -1.77], [-0.23, -3.97, 3.24], [1.22, 0.39, -1.04], [2.12, -2.50, 5.84], [-1.42, 0.00, 0.08], [-1.66, 0.72, -1.03], [-1.23, 2.85, -2.47], [5.57, -0.22, 4.30], [0.65, 1.38, -1.76], [0.11, 2.14, 0.99], [-0.58, 2.72, -0.02], [4.44, -0.45, 4.24], [-0.10, -3.80, -0.98], [-0.92, 4.16, -2.68], [3.06, -0.76, 4.21], [2.58, -1.69, 5.16], [1.45, 1.72, -2.79], [-2.71, 0.22, -1.70], [0.02, 2.94, 2.04], [-2.34, -0.96, 0.12], [2.39, 0.12, -1.62], [-2.07, 3.36, -4.37], [-0.89, -3.79, 1.92], [-0.75, 4.06, 1.72], [-3.18, -0.88, -1.00], [-1.45, 4.53, -3.89], [-1.11, 3.88, 0.41], [2.58, 0.92, -2.74], [2.19, -0.25, 3.22], [-0.73, 1.96, -1.35], [-1.72, 4.50, -0.22], [3.04, -0.64, -1.21], [0.68, -4.43, 3.06], [1.17, 2.49, -3.48], [-0.34, 4.73, -1.98], [-1.37, -4.73, 1.63], [-1.40, 5.49, -4.37], [-2.61, 3.20, -5.29], [0.54, -4.57, -1.39], [-4.04, -1.49, -1.23], [0.55, -2.64, -2.63], [-0.75, -4.49, 3.94], [0.51, 2.70, 2.97], [-2.40, -1.65, 0.94], [-1.63, -3.00, 1.99], [-1.13, -4.16, -0.98], [3.42, 0.93, -3.41], [0.53, -1.87, -1.11], [-3.04, 0.67, -2.61], [-0.89, -2.10, -1.97], [-1.00, 4.89, 2.37], [-0.03, -3.01, 3.61]]
}

# 4
{
  "formula": "C15H20F3N3O4PdS",
  "method": "the ωB97M-V functional and the def2-TZVPD basis",
  "spin_multiplicity": 5,
  "e_above_lowest_ev": 0.000,
  "homo_ev": [-14.55, -16.15],
  "molar_mass_g_mol": 501.8,
  "charge": 2,
  "e_tot_ha": -1873.7033,
  "elements": ["Pd", "S", "F", "F", "F", "O", "O", "O", "O", "N", "N", "N", "C", "C", "C", "C", "C", "C", "C", "C", "C", "C", "C", "C", "C", "C", "C", "H", "H", "H", "H", "H", "H", "H", "H", "H", "H", "H", "H", "H", "H", "H", "H", "H", "H", "H", "H"],
  "coordinates": [[0.79, 0.26, -0.21], [-2.02, 0.02, -0.44], [-3.39, -1.04, -2.37], [-3.51, 1.13, -2.27], [-1.71, 0.17, -3.01], [-1.19, 1.24, -0.32], [-3.12, -0.09, 0.47], [-3.47, -3.34, 2.10], [-1.12, -1.15, -0.47], [1.84, 2.03, 0.64], [1.00, -1.38, 1.53], [-0.80, -2.91, 2.28], [-2.72, 0.08, -2.14], [-1.64, -2.53, 3.38], [-3.07, -2.18, 2.75], [1.67, 0.96, -1.90], [1.79, 3.01, -0.46], [2.56, 2.39, -4.11], [-2.75, -3.63, 0.96], [0.17, -2.09, 1.86], [2.44, 3.06, -2.89], [1.14, 2.54, 1.83], [1.85, 0.29, -3.14], [-1.25, -3.99, 1.45], [2.02, 2.36, -1.79], [2.26, 1.00, -4.23], [3.23, 1.66, 0.96], [1.61, 3.47, 2.17], [-3.16, -4.52, 0.50], [2.50, 3.83, -0.28], [2.91, 2.92, -4.98], [2.37, 0.52, -5.19], [3.74, 1.30, 0.07], [-2.97, -1.33, 2.07], [-2.67, -2.78, 0.29], [0.79, 3.45, -0.48], [-3.76, -1.98, 3.57], [1.21, 1.81, 2.63], [1.63, -0.77, -3.22], [-1.78, -3.36, 4.06], [2.68, 4.11, -2.83], [3.77, 2.53, 1.34], [0.10, 2.72, 1.59], [-0.62, -4.12, 0.58], [3.24, 0.88, 1.72], [-1.34, -4.90, 2.04], [-1.24, -1.66, 3.89]]
}

# 5
{
  "formula": "C3H7N2OS",
  "method": "the ωB97M-V functional and the def2-TZVPD basis",
  "e_above_lowest_ev": 6.863,
  "homo_ev": -14.65,
  "molar_mass_g_mol": 119.2,
  "charge": 1,
  "e_tot_ha": -700.9725,
  "elements": ["S", "O", "N", "N", "C", "C", "C", "H", "H", "H", "H", "H", "H", "H"],
  "coordinates": [[1.19, -0.97, 0.47], [-2.76, 1.01, -0.03], [-1.87, 0.19, 0.04], [-0.65, 0.39, 0.15], [-2.35, -1.13, -0.08], [2.16, 0.43, 0.49], [3.04, 0.70, -0.45], [3.87, 1.42, -0.42], [3.06, 0.13, -1.31], [-2.67, -1.60, 0.91], [-1.66, -1.95, -0.43], [2.01, 1.02, 1.31], [-3.12, -1.06, -0.83], [-0.26, 1.40, 0.18]]
}

# 6
{
  "formula": "C27H21AsCrF5N4O3S",
  "method": "the ωB97M-V functional and the def2-TZVPD basis",
  "spin_multiplicity": 4,
  "e_above_lowest_ev": 0.000,
  "homo_ev": [-7.27, -7.47],
  "molar_mass_g_mol": 703.5,
  "charge": 0,
  "e_tot_ha": -5664.0967,
  "elements": ["As", "Cr", "S", "F", "F", "F", "F", "F", "O", "O", "O", "N", "N", "N", "N", "C", "C", "C", "C", "C", "C", "C", "C", "C", "C", "C", "C", "C", "C", "C", "C", "C", "C", "C", "C", "C", "C", "C", "C", "C", "C", "C", "H", "H", "H", "H", "H", "H", "H", "H", "H", "H", "H", "H", "H", "H", "H", "H", "H", "H", "H", "H", "H"],
  "coordinates": [[0.16, 2.28, 2.68], [-0.42, 0.12, 0.19], [-0.94, -1.62, -1.33], [-2.57, -0.99, -6.12], [-1.99, -2.50, -3.99], [-1.29, 2.88, -3.76], [-0.68, 1.41, -1.63], [-2.24, 1.71, -6.05], [3.61, 0.33, 1.02], [-0.14, 1.87, 1.08], [-2.67, -1.78, 2.97], [1.72, 0.28, -1.96], [-2.52, 0.50, 0.29], [-0.88, -0.92, 1.76], [1.47, -0.48, 0.70], [-2.11, -0.41, -5.01], [-3.29, 1.29, -0.46], [-4.47, -0.44, 1.29], [2.43, -2.57, 3.67], [2.57, -1.82, 2.51], [-3.10, -0.33, 1.16], [2.62, 0.10, 0.31], [-4.67, 1.24, -0.39], [1.89, 0.56, -3.25], [-1.32, -0.63, -2.71], [4.10, 1.35, -2.90], [0.09, 4.19, 2.75], [3.94, 1.05, -1.56], [3.06, 1.09, -3.77], [-1.94, 0.96, -4.98], [-1.80, -1.18, -3.90], [-5.27, 0.35, 0.48], [1.46, -1.24, 1.90], [0.06, -2.21, 3.64], [2.73, 0.51, -1.14], [1.86, 1.74, 3.35], [-1.19, 1.59, 3.84], [-2.18, -1.12, 2.06], [0.19, -1.48, 2.46], [1.19, -2.75, 4.25], [-1.16, 0.75, -2.74], [-1.46, 1.55, -3.83], [-1.10, 0.51, 3.89], [1.85, 0.68, 3.59], [1.08, -3.32, 5.16], [-0.89, 4.53, 2.44], [-1.05, 2.02, 4.84], [-4.86, -1.13, 2.02], [2.63, 1.90, 2.60], [0.30, 4.53, 3.77], [3.14, 1.28, -4.83], [2.06, 2.33, 4.24], [3.55, -1.68, 2.09], [4.72, 1.22, -0.83], [-6.35, 0.28, 0.54], [-5.26, 1.89, -1.03], [5.04, 1.76, -3.26], [0.85, 4.59, 2.07], [-2.17, 1.87, 3.46], [-0.92, -2.38, 4.05], [1.05, 0.34, -3.91], [3.31, -3.00, 4.13], [-2.79, 1.99, -1.11]]
}

# 7
{
  "formula": "C5H14FN2",
  "method": "the ωB97M-V functional and the def2-TZVPD basis",
  "e_above_lowest_ev": 1.274,
  "homo_ev": -12.34,
  "molar_mass_g_mol": 121.2,
  "charge": 1,
  "e_tot_ha": -407.9530,
  "elements": ["F", "N", "N", "C", "C", "C", "C", "C", "H", "H", "H", "H", "H", "H", "H", "H", "H", "H", "H", "H", "H", "H"],
  "coordinates": [[1.49, -0.18, -3.15], [3.49, 0.47, -0.66], [0.99, -0.04, -0.98], [0.60, -0.26, -2.16], [-0.87, 0.20, 1.55], [-1.58, 1.50, 1.57], [-2.44, -1.29, 0.30], [-1.28, -1.03, 1.19], [-0.09, 0.26, 2.19], [-2.99, -2.31, 0.60], [3.73, -0.52, -0.64], [2.44, 0.73, -0.57], [4.24, 1.03, -0.26], [3.56, 0.65, -1.66], [-2.15, -1.71, -0.69], [-2.55, 1.41, 1.88], [-0.54, -1.83, 1.51], [0.31, 0.00, -0.15], [-0.27, -0.61, -2.53], [-1.86, 1.75, 0.54], [-3.12, -0.57, 0.08], [-1.08, 2.36, 2.03]]
}

# 8
{
  "formula": "C21H31IrO4",
  "method": "the ωB97M-V functional and the def2-TZVPD basis",
  "spin_multiplicity": 5,
  "e_above_lowest_ev": 0.000,
  "homo_ev": [-5.28, -8.89],
  "molar_mass_g_mol": 539.7,
  "charge": 0,
  "e_tot_ha": -1223.7696,
  "elements": ["Ir", "O", "O", "O", "O", "C", "C", "C", "C", "C", "C", "C", "C", "C", "C", "C", "C", "C", "C", "C", "C", "C", "C", "C", "C", "C", "H", "H", "H", "H", "H", "H", "H", "H", "H", "H", "H", "H", "H", "H", "H", "H", "H", "H", "H", "H", "H", "H", "H", "H", "H", "H", "H", "H", "H", "H", "H"],
  "coordinates": [[-0.23, -0.36, 0.09], [0.90, 1.57, 0.03], [1.75, 0.69, -4.38], [0.40, 0.13, -7.00], [1.00, 1.52, 2.31], [1.94, -1.01, 0.71], [0.34, -0.44, -8.35], [0.26, 0.96, -9.04], [-1.74, 1.36, 0.02], [1.61, -1.17, -8.71], [-1.85, 0.81, 1.34], [-2.23, -0.90, -0.18], [1.48, 2.03, -3.86], [1.66, -1.13, -0.70], [-0.62, 1.12, -4.47], [-1.94, 0.30, -0.93], [1.01, -1.80, 1.43], [0.14, -2.43, 0.48], [-2.12, -0.58, 1.23], [2.00, 3.37, 1.21], [0.35, 1.45, -7.60], [0.46, 0.03, -4.38], [-0.90, -1.28, -8.54], [1.25, 2.06, 1.21], [0.17, 2.46, -4.52], [0.56, -2.05, -0.85], [-1.92, 0.38, -2.01], [0.12, -2.37, -1.78], [1.57, -1.51, -9.76], [-1.79, -0.69, -8.26], [0.40, -0.53, -3.42], [1.27, 2.01, -7.39], [-0.55, 1.99, -7.27], [-0.35, 3.29, -4.03], [1.40, 4.11, 1.75], [0.93, -1.88, 2.51], [-0.68, -3.11, 0.71], [-1.31, 0.99, -5.32], [-1.54, 2.39, -0.24], [2.20, 3.71, 0.19], [-0.97, -1.60, -9.59], [1.71, -2.05, -8.07], [-0.70, 1.16, -9.55], [0.37, 2.74, -5.57], [0.42, -0.71, -5.19], [1.12, 1.22, -9.68], [2.73, -0.41, 1.15], [-2.50, -1.86, -0.61], [1.31, 2.00, -2.75], [-0.82, -2.16, -7.89], [-1.71, 1.35, 2.27], [2.36, 2.68, -4.07], [2.17, -0.60, -1.50], [2.49, -0.52, -8.57], [-1.17, 1.06, -3.51], [-2.26, -1.28, 2.05], [2.94, 3.23, 1.75]]
}